(1)
An isolated ion of composition C3H8N3S and charge +1. Source: the OMol25 dataset; level of theory: ωB97M-V/def2-TZVPD.

Structure (XYZ):
```
15
C3H8N3S ωB97M-V/def2-TZVPD
C -0.3854 0.0064 -0.0764
C 0.6835 -0.3643 2.1463
C -0.6490 0.5326 -2.4065
N -0.4341 -0.6279 1.0639
N 1.7674 -0.0028 1.3082
N -1.1093 0.0404 -1.1461
S 1.3912 1.1114 0.1979
H 0.2566 0.4610 2.6033
H 0.7372 -1.1008 2.9484
H 0.4372 1.0355 -2.4192
H -1.4176 1.2853 -2.8115
H -0.6638 -0.3271 -3.1951
H -1.2532 -1.0036 1.5315
H 2.6097 -0.5643 1.3614
H -1.9706 -0.4819 -1.1061
```

Summary:
ΔE to the lowest compared entry with this formula, charge and spin = 39.84 kcal per mole
Kohn-Sham gap = 9.31 eV
HOMO level = -13.2 eV
Charge = +1

***

(2)
A 2-piece molecular cluster, C7H15N overall. Source: the OMol25 dataset; level of theory: ωB97M-V/def2-TZVPD.

Structure (XYZ):
```
23
C7H15N ωB97M-V/def2-TZVPD
C -1.5133 2.9484 1.7977
C -0.8372 1.6593 1.4111
C -0.0964 1.5235 0.3119
N -1.0612 0.6101 2.2992
H -1.0236 3.3699 2.6765
H -2.5710 2.7934 2.0078
H -1.3770 3.6640 0.9895
H 0.4114 0.6205 0.0129
H 0.1203 2.4018 -0.2839
H -1.9530 0.5729 2.7595
H -0.6691 -0.2823 2.0579
C 0.2857 -1.8503 -1.3463
C 1.5112 -1.3377 -1.4639
C 2.7372 -2.1431 -1.1282
C -1.0521 -1.1975 -1.5511
H 0.3026 -2.9033 -1.0727
H 1.7304 -0.2923 -1.6581
H 3.4872 -2.1298 -1.9219
H 3.2309 -1.6441 -0.2844
H 2.5217 -3.1669 -0.8318
H -0.9892 -0.4072 -2.2935
H -1.4623 -0.8225 -0.6124
H -1.7330 -1.9867 -1.8758
```

Summary:
SMILES = C/C=C/C.C=C(C)N
ΔE to the lowest compared entry with this formula, charge and spin = 28.45 kcal per mole
Kohn-Sham gap = 9.12 eV
HOMO level = -8.1 eV

***

(3)
C28H21CrF10N6O4S as an isolated structure. Source: the OMol25 dataset; level of theory: ωB97M-V/def2-TZVPD.

Structure (XYZ):
```
71
C28H21CrF10N6O4S ωB97M-V/def2-TZVPD
Cr 0.3042 1.2360 0.0481
O -0.5995 -3.1931 -1.8074
C -0.3997 -2.0362 -1.1529
O -1.2387 -1.2465 -0.7677
C 1.1122 -1.7567 -0.9657
C 2.0028 -2.8423 -0.9669
C 3.1231 -2.7221 -0.2105
C 3.3528 -1.4212 0.4962
C 2.5922 -0.2644 -0.0839
N 1.4591 -0.4024 -0.7307
C 3.1041 1.1370 0.0623
O 4.2872 1.3529 0.3047
O 2.1330 2.0655 0.0435
H -1.5913 -3.4281 -1.7574
H 1.6725 -3.7841 -1.4172
H 3.7385 -3.5798 0.0677
H 4.4536 -1.1869 0.3403
C 0.2924 3.1918 2.2570
N -0.7612 2.6699 1.2955
C -1.1796 3.7637 0.3966
C -1.4701 3.2509 -0.9746
N -0.4785 2.2126 -1.4069
C 0.0098 2.0704 -2.6834
C 0.9472 2.9542 -3.3291
F 1.3491 3.9649 -2.5240
C 1.3632 2.7989 -4.6590
F 2.4672 3.4836 -5.1290
C 0.9061 1.6829 -5.4245
F 1.3407 1.4531 -6.6780
C 0.0070 0.8049 -4.8322
F -0.1871 -0.4397 -5.3828
C -0.4908 1.0727 -3.5618
F -1.5883 0.3662 -3.1704
C -1.8468 1.9192 1.9790
C -1.2767 0.5949 2.3633
N -0.1971 0.1338 1.8481
C 2.0169 -0.8119 2.8170
C 3.2251 -1.3849 2.1304
F 3.3498 -2.7833 2.5341
C 4.4430 -0.7294 2.7531
F 5.6246 -1.2077 2.3058
C 4.4903 0.2336 3.7174
F 5.6383 0.5850 4.2895
C 3.2946 0.6727 4.2426
F 3.3036 1.6172 5.2465
C 2.0728 0.1661 3.7643
F 0.9489 0.4367 4.5247
H -0.1692 3.8268 3.0112
H 1.0083 3.7618 1.6808
H 0.7717 2.3547 2.8340
H -0.4081 4.5721 0.4690
H -2.1588 4.0011 0.9076
H -1.3263 4.1036 -1.6852
H -2.4904 2.8803 -1.0811
H -2.7049 1.7932 1.2899
H -2.3244 2.5142 2.7961
H -3.6056 -1.5136 -1.5598
H -1.9065 -0.1099 2.9426
C -3.1512 -2.6644 1.1181
N -3.9150 -3.0760 -0.1971
C -4.7456 -4.2370 -0.2215
C -5.5933 -4.1368 -1.3155
N -5.1171 -2.9912 -2.0156
C -4.1249 -2.4107 -1.3212
S 0.4747 -1.3484 2.1211
H -2.1118 -2.4206 0.8685
H -3.0926 -3.5103 1.8147
H -3.6974 -1.8019 1.5507
H -4.6817 -5.0690 0.4336
H -6.4479 -4.6525 -1.8480
H -5.6026 -2.5362 -2.8049
```

Summary:
Multiplicity = 5
ΔE to the lowest compared entry with this formula, charge and spin = 75.15 kcal per mole
Kohn-Sham gap (spin up / spin down) = 3.15 / 3.16 eV
HOMO level (spin up / spin down) = -2.5 / -2.5 eV
Charge = -1

***

(4)
C10H26Cl2HgN2O3 as an isolated structure. Source: the OMol25 dataset; level of theory: ωB97M-V/def2-TZVPD.

Structure (XYZ):
```
44
C10H26Cl2HgN2O3 ωB97M-V/def2-TZVPD
Hg -1.5482 0.3692 -0.5982
Cl -3.8150 -0.6476 0.1496
Cl -1.8556 -0.2785 -3.1199
C 2.8203 -3.0418 -0.4199
O 2.3558 -1.7367 -0.1886
C 2.2487 -0.9520 -1.3513
C 2.0860 0.5295 -0.9457
N 0.7674 1.0647 -1.2987
C 0.6444 2.4906 -0.9573
C -0.5873 3.1142 -1.5902
O -1.7539 2.5259 -0.9841
C -2.9605 3.1576 -1.3669
H 3.6711 -3.1498 -1.1063
H 2.0481 -3.6142 -0.9429
H 3.1487 -3.5287 0.4927
H 1.3902 -1.2663 -1.9522
H 3.2036 -0.9444 -1.8866
H 2.8185 1.1497 -1.4786
H 2.2689 0.5688 0.1301
H 0.7276 0.9346 -2.3101
H 1.6030 2.9833 -1.1648
H 0.5180 2.5127 0.1323
H -0.6256 2.8742 -2.6549
H -0.5714 4.1784 -1.3570
H -2.8844 4.2054 -1.6548
H -3.6788 3.1254 -0.5431
H -3.4847 2.5891 -2.1399
C 0.0909 -0.3048 3.6952
C -0.0243 -0.1862 2.1778
C -0.2171 -1.6033 1.6421
O -0.6878 -1.5851 0.2824
C -0.9680 -2.8924 -0.2079
N -1.2565 0.6328 1.8688
H 0.7657 -1.1219 3.9677
H -0.8580 -0.5484 4.1743
H 0.4500 0.6085 4.1728
H 0.8365 0.1875 1.6264
H -1.0411 -2.0993 2.1704
H 0.6992 -2.1946 1.6760
H -0.1526 -3.1871 -0.8687
H -1.9501 -2.8869 -0.6778
H -1.0345 -3.6526 0.5757
H -1.1599 1.4368 2.4945
H -2.0474 0.1839 2.3378
```

Summary:
ΔE to the lowest compared entry with this formula, charge and spin = 16.97 kcal per mole
Kohn-Sham gap = 8.33 eV
HOMO level = -8.0 eV

***

(5)
C23H25As2BCrF7N4O3S3Se as an isolated structure. Source: the OMol25 dataset; level of theory: ωB97M-V/def2-TZVPD.

Structure (XYZ):
```
70
C23H25As2BCrF7N4O3S3Se ωB97M-V/def2-TZVPD
Cr -0.2714 0.3428 -0.6896
C 2.4686 -2.7498 -0.5852
As 0.8144 -1.9908 0.0802
C 1.0140 -2.2357 2.0038
C -0.4077 -3.4867 -0.2714
C -0.1309 -4.7415 0.2729
C -0.9966 -5.8069 0.0900
C -2.1624 -5.6248 -0.6445
C -2.4395 -4.3844 -1.1953
C -1.5729 -3.3036 -1.0221
As -1.9621 -1.5675 -1.8812
C -3.8894 -1.5174 -1.5730
C -1.9453 -2.1690 -3.7284
H 2.6179 -3.7302 -0.1327
H 3.2761 -2.0808 -0.3027
H 2.3953 -2.8285 -1.6663
H 1.5203 -3.1785 2.2086
H 0.0271 -2.2494 2.4655
H 1.6160 -1.4092 2.3775
H 0.7739 -4.8904 0.8511
H -0.7649 -6.7748 0.5192
H -2.8506 -6.4495 -0.7901
H -3.3472 -4.2543 -1.7738
H -4.3931 -2.2951 -2.1478
H -4.2447 -0.5447 -1.9094
H -4.0949 -1.6562 -0.5124
H -2.4739 -3.1203 -3.7952
H -0.9098 -2.2738 -4.0406
H -2.4313 -1.4131 -4.3401
S -2.4867 -0.2006 2.0188
C -1.5337 -0.0544 0.8503
F -2.7416 0.5476 -5.5642
B -3.0675 1.1570 -4.3397
F -4.2161 0.5132 -3.7963
F -3.3267 2.5217 -4.5158
F -1.9890 0.9862 -3.4145
Se -2.5954 2.8449 -1.2931
N -1.1579 2.1832 -0.3551
C -1.1499 2.8197 0.8528
C -0.2126 2.5920 1.8671
C -0.3406 3.2440 3.0829
C -1.3916 4.1436 3.3053
C -2.3215 4.3984 2.3138
C -2.2262 3.7434 1.0682
N -3.1043 3.9105 0.0568
H 0.6200 1.9255 1.6769
H 0.3938 3.0640 3.8593
H -1.4720 4.6488 4.2625
H -3.1384 5.0937 2.4670
F 3.6391 1.3217 -3.5395
C 3.1846 0.0725 -3.4095
F 3.6712 -0.6503 -4.4393
F 3.6786 -0.4431 -2.2843
S 1.3491 0.0144 -3.4266
O 1.0537 -1.3894 -3.2220
O 1.0069 0.6054 -4.6807
O 1.0248 0.8375 -2.2366
C 3.4042 4.9125 3.1643
C 3.4048 3.4176 3.3235
C 3.4794 2.8221 4.5830
C 3.3853 1.4411 4.5965
N 3.2467 0.6978 3.5096
C 3.2064 1.3483 2.3110
S 3.0390 0.4323 0.8661
N 3.2831 2.7042 2.2175
H 4.1026 5.3916 3.8544
H 2.4011 5.2956 3.3726
H 3.6561 5.1683 2.1373
H 3.5850 3.4028 5.4911
H 3.4210 0.8990 5.5415
```

Summary:
Multiplicity = 6
ΔE to the lowest compared entry with this formula, charge and spin = 39.37 kcal per mole
Kohn-Sham gap (spin up / spin down) = 4.58 / 5.72 eV
HOMO level (spin up / spin down) = -0.9 / -2.4 eV
Charge = -2

***

(6)
A 2-piece molecular cluster, C40H43N3O2S overall. Source: the OMol25 dataset; level of theory: ωB97M-V/def2-TZVPD.

Structure (XYZ):
```
89
C40H43N3O2S ωB97M-V/def2-TZVPD
C -6.5625 -2.3675 2.5135
N -6.2198 -1.1348 1.8415
C -7.3286 -0.3747 1.3063
C -4.9228 -0.8614 1.5409
C -4.5569 0.3036 0.8107
C -3.2361 0.4818 0.4282
C -2.2154 -0.4366 0.7912
C -0.8433 -0.1399 0.4984
C 0.1878 -0.8172 1.1271
C 1.5442 -0.4240 1.2555
C 2.5163 -1.4700 1.5408
C 2.1614 -2.8412 1.4058
C 3.0689 -3.8670 1.5822
C 4.4364 -3.5788 1.8612
N 5.3830 -4.5562 1.8671
C 6.7985 -4.2573 1.9276
C 5.0784 -5.9723 1.8217
C 4.7834 -2.2209 2.1236
C 3.8288 -1.2231 2.0246
C 1.8889 0.9900 1.2422
C 0.9209 1.9672 1.5903
C 1.2351 3.3057 1.7389
C 2.5833 3.7406 1.6061
N 2.9629 5.0096 1.9341
C 4.3590 5.3554 2.1081
C 2.0580 6.1396 1.9700
C 3.5553 2.7890 1.1945
C 3.1982 1.4734 0.9660
C -2.6022 -1.5895 1.5303
C -3.9070 -1.7733 1.9387
H -6.0861 -2.4316 3.4995
H -7.6470 -2.3922 2.6369
H -6.2431 -3.2404 1.9268
H -7.2190 0.6991 1.5004
H -7.4452 -0.5300 0.2205
H -8.2320 -0.7349 1.8096
H -5.3153 1.0397 0.5314
H -2.9478 1.3421 -0.1851
H -0.6289 0.7050 -0.1612
H -0.0678 -1.7504 1.6178
H 1.1446 -3.1243 1.1465
H 2.7128 -4.8922 1.4656
H 7.0196 -3.2867 1.4709
H 7.1777 -4.2506 2.9608
H 7.3367 -5.0383 1.3785
H 4.0026 -6.1604 1.8221
H 5.5201 -6.4123 0.9148
H 5.5239 -6.4871 2.6874
H 5.8067 -1.9667 2.4149
H 4.1071 -0.2201 2.3424
H -0.1028 1.6628 1.7945
H 0.4523 4.0038 2.0352
H 4.9045 4.5494 2.6125
H 4.8670 5.5685 1.1544
H 4.4139 6.2529 2.7326
H 1.0178 5.8182 1.8933
H 2.2036 6.6829 2.9131
H 2.2715 6.8370 1.1409
H 4.6003 3.0923 1.0849
H 3.9688 0.7906 0.6039
H -1.8692 -2.3493 1.7987
H -4.1630 -2.6451 2.5453
C -5.8587 -0.9659 -4.1394
C -5.1762 -0.3923 -5.2176
C -4.0535 0.4154 -5.0067
C -3.6142 0.6409 -3.6977
S -2.1830 1.6796 -3.3401
C -0.8872 0.6624 -2.8354
C 0.4462 0.9427 -3.1911
C 1.4482 -0.0830 -3.1384
C 2.7096 0.1245 -3.6907
C 3.0465 1.3702 -4.2497
C 2.1120 2.4186 -4.2192
C 0.8532 2.2255 -3.6815
O -1.9011 2.2819 -4.6265
O -2.6004 2.5198 -2.2259
C -4.3407 0.1340 -2.6286
C -5.4342 -0.7036 -2.8329
H -6.7189 -1.6164 -4.3021
H -5.5154 -0.5831 -6.2348
H -3.5264 0.8721 -5.8418
H -1.1663 -0.2382 -2.2922
H 1.1392 -1.0417 -2.7096
H 3.4311 -0.6945 -3.6956
H 4.0232 1.5343 -4.7074
H 2.3637 3.3972 -4.6306
H 0.1560 3.0586 -3.6740
H -4.0521 0.3992 -1.6190
H -5.9391 -1.1403 -1.9687
```

Summary:
Kohn-Sham gap = 3.05 eV
HOMO level = -4.8 eV

***

(7)
An isolated molecule of C7H14NO5P. Source: the OMol25 dataset; level of theory: ωB97M-V/def2-TZVPD.

Structure (XYZ):
```
28
C7H14NO5P ωB97M-V/def2-TZVPD
C -2.5203 -0.6456 2.1270
C -2.5660 0.7255 1.4985
C -1.9928 0.6007 0.1321
C 1.3269 -2.7285 -1.0476
C 0.7185 3.1019 0.1907
C 0.2057 -2.1085 -1.8331
C 1.3729 1.8145 -0.4546
N -2.7859 0.7210 -0.9717
O -4.0057 0.7207 -0.7056
O -2.2793 0.9071 -2.0798
O 0.2950 -0.4801 1.2074
O -0.7532 -1.3441 -1.0658
O 0.4573 0.8794 -1.0306
P -0.3704 -0.1558 -0.0626
H -2.0082 -0.8525 2.9902
H -2.5903 -1.4462 1.4678
H -3.4624 1.2405 1.4212
H -1.9325 1.1728 2.2176
H 2.0533 -2.1073 -0.7881
H 0.8036 -3.2258 -0.1944
H 1.7074 -3.4793 -1.5761
H 0.5865 3.8846 -0.6014
H -0.2020 2.6944 0.6635
H 1.3230 3.3560 0.9307
H -0.2636 -2.7735 -2.4765
H 0.5708 -1.4337 -2.4988
H 1.9892 1.1868 0.3952
H 1.9228 1.9588 -1.3578
```

Summary:
ΔE to the lowest compared entry with this formula, charge and spin = 85.85 kcal per mole
Kohn-Sham gap (spin up / spin down) = 6.83 / 9.19 eV
HOMO level (spin up / spin down) = -9.0 / -9.6 eV

***

(8)
C18H20I2N4O2Ti as an isolated structure. Source: the OMol25 dataset; level of theory: ωB97M-V/def2-TZVPD.

Structure (XYZ):
```
47
C18H20I2N4O2Ti ωB97M-V/def2-TZVPD
Ti -0.8451 0.7966 1.2154
I -2.8791 0.1449 3.0682
C -2.5414 1.4379 4.9255
I -0.9090 0.8374 6.0607
H -3.4548 1.1639 5.3829
H -2.5210 2.4853 4.5733
O -2.3975 -3.2305 -4.4984
C -3.4998 -2.8539 -3.6913
C -2.9866 -2.0432 -2.5467
C -3.7437 -1.8650 -1.3766
C -3.2849 -1.0021 -0.3668
N -2.0644 -0.4249 -0.3912
C -1.2769 -0.7037 -1.4671
C -1.6948 -1.5058 -2.5361
C 0.0411 -0.0312 -1.5133
C 1.0212 -0.2884 -2.5053
C 2.2573 0.3748 -2.4271
C 3.4188 0.0947 -3.3720
O 3.0720 -1.0033 -4.1597
C 2.4717 1.2419 -1.3486
C 1.4547 1.4938 -0.4285
N 0.2338 0.9294 -0.5188
H -2.6691 -3.7887 -5.2467
H -4.0522 -3.7336 -3.3271
H -4.1642 -2.2404 -4.2843
H -4.6747 -2.4105 -1.2114
H -3.9752 -0.7964 0.5000
H -1.0496 -1.7690 -3.3153
H 0.8247 -1.1323 -3.1678
H 4.2949 -0.0662 -2.8080
H 3.5953 1.0530 -3.9223
H 3.6472 -1.1639 -4.9028
H 3.4398 1.6592 -1.2255
H 1.7076 2.1350 0.4346
N 0.9756 -0.7186 2.0126
C 1.4296 0.5258 2.6220
C 2.5225 0.6624 3.4703
C 2.9154 1.8752 3.9798
C 2.0422 2.9230 3.7556
C 0.9361 2.7261 2.9592
N 0.6453 1.5948 2.3149
H 1.7652 -0.9981 1.4315
H 0.6924 -1.5134 2.5657
H 3.0976 -0.2465 3.7461
H 3.8439 1.9731 4.5893
H 2.1271 3.8976 4.1591
H 0.2110 3.5036 2.7920
```

Summary:
Multiplicity = 2
ΔE to the lowest compared entry with this formula, charge and spin = 33.11 kcal per mole
Kohn-Sham gap (spin up / spin down) = 6.28 / 6.69 eV
HOMO level (spin up / spin down) = -17.5 / -17.5 eV
Charge = +3

***

(9)
An isolated molecule of C6H13N. Source: the OMol25 dataset; level of theory: ωB97M-V/def2-TZVPD.

Structure (XYZ):
```
20
C6H13N ωB97M-V/def2-TZVPD
C -2.3631 -2.1336 -0.0929
C -1.6621 -0.7982 0.1465
C -0.3599 -0.6885 -0.6358
N 0.2375 0.6326 -0.4633
C 1.6639 0.7384 -0.8341
C 1.9728 0.6762 0.6121
C 2.0020 2.0858 1.1523
H -1.7192 -2.9743 0.1910
H -2.6259 -2.2573 -1.1501
H -3.2859 -2.2088 0.4910
H -2.3190 0.0339 -0.1387
H -1.4420 -0.6821 1.2177
H -0.5599 -0.8115 -1.7103
H 0.3286 -1.4893 -0.3267
H 1.8557 1.6575 -1.4064
H 1.9529 -0.1436 -1.4148
H 0.0496 0.9959 0.4704
H 3.0811 2.3156 1.1724
H 1.5352 2.8717 0.5313
H 1.6577 2.1796 2.1884
```

Summary:
ΔE to the lowest compared entry with this formula, charge and spin = 84.74 kcal per mole
Kohn-Sham gap = 9.29 eV
HOMO level = -8.2 eV

***

Respective DFT total energy values: -18537.778; -8991.256; -112932.455; -49132.996; -304017.216; -61573.560; -28496.495; -68336.564; -7919.158 eV.
Respective max |F| values: 4.1; 0.8; 7.1; 2.4; 0.5; 1.2; 6.0; 2.6; 0.4 eV Å⁻¹.